Entry 1:
{
  "formula": "C2H5N3O2S",
  "method": "ωB97M-V with the def2-TZVPD basis set",
  "species": ["C", "C", "H", "H", "H", "H", "H", "N", "N", "N", "O", "O", "S"],
  "coordinates": [[-0.91, 1.25, 0.49], [0.60, -1.08, -0.81], [-1.90, 2.96, 0.31], [-1.41, 2.38, -1.45], [1.43, -2.30, -2.06], [1.04, -2.87, 0.03], [-0.10, -1.09, 2.08], [-1.24, 2.38, -0.18], [1.15, -1.37, -1.95], [0.10, -1.99, 0.29], [-1.15, 0.75, 1.66], [0.71, -1.35, 1.55], [0.39, 0.72, -0.61]],
  "lowdin_charge": [-0.76, -0.68, 0.08, 0.26, 0.01, 0.23, 0.08, -0.02, 0.05, -0.02, -0.06, -0.17, 1.00],
  "homo_ev": -9.488,
  "gap_ha": 0.3478,
  "total_charge": 0,
  "lumo_energy_ev": -0.023
}

Entry 2:
{
  "formula": "C2H5N3O2S2",
  "method": "ωB97M-V with the def2-TZVPD basis set",
  "species": ["N", "S", "O", "O", "N", "C", "C", "S", "N", "H", "H", "H", "H", "H"],
  "coordinates": [[2.18, 0.68, 0.16], [0.67, 1.31, -0.29], [0.72, 1.09, -1.68], [0.52, 2.65, 0.30], [-0.55, 0.10, 0.69], [-1.16, -0.74, -0.24], [-2.30, -0.14, -0.71], [-2.57, 1.39, -0.01], [-1.49, 0.98, 1.21], [2.60, 1.26, 0.79], [2.82, 0.64, -0.62], [-0.86, -1.76, -0.50], [-2.92, -0.45, -1.50], [-0.96, 1.85, 1.59]],
  "lowdin_charge": [-0.07, 0.65, -0.32, -0.36, -0.21, -0.22, -0.38, 0.96, -0.41, 0.00, 0.07, 0.12, 0.05, 0.12],
  "homo_ev": -7.991,
  "smiles": "NS(=O)(=O)N1C=CSN1",
  "gap_ha": 0.3055,
  "total_charge": 0,
  "lumo_energy_ev": 0.323
}

Entry 3:
{
  "formula": "C2H5N3OS",
  "method": "ωB97M-V with the def2-TZVPD basis set",
  "species": ["H", "N", "C", "N", "S", "C", "N", "O", "H", "H", "H", "H"],
  "coordinates": [[-2.56, -1.66, 0.00], [-3.08, -0.80, 0.00], [-2.29, 0.20, 0.00], [-0.92, 0.19, 0.00], [0.00, 1.64, 0.00], [1.59, 0.92, 0.00], [1.76, -0.34, 0.00], [3.10, -0.66, 0.00], [-2.72, 1.20, 0.01], [-0.37, -0.66, -0.01], [2.42, 1.61, 0.01], [3.08, -1.62, 0.00]],
  "lowdin_charge": [0.03, 0.07, -0.41, -0.32, 0.94, -0.49, -0.11, -0.05, 0.10, 0.08, 0.09, 0.09],
  "homo_ev": -8.402,
  "smiles": "[H]/N=C\\NS/C=N/O",
  "gap_ha": 0.3321,
  "total_charge": 0,
  "lumo_energy_ev": 0.633
}

Entry 4:
{
  "formula": "C2H5N3OS",
  "method": "ωB97M-V with the def2-TZVPD basis set",
  "species": ["H", "N", "C", "N", "O", "C", "N", "S", "H", "H", "H", "H"],
  "coordinates": [[0.78, -2.15, -0.74], [1.11, -1.47, -1.47], [0.53, -0.35, -1.43], [0.78, 0.69, -2.33], [-0.57, -0.02, -0.62], [-0.33, 0.13, 0.70], [0.99, 0.01, 1.10], [-1.37, 0.45, 1.97], [0.40, 1.69, -2.24], [1.22, 0.32, -3.09], [0.94, 0.34, 2.12], [1.75, -0.51, 0.62]],
  "lowdin_charge": [0.10, 0.14, -0.55, 0.15, 0.00, -0.91, 0.03, 0.61, 0.16, 0.05, 0.09, 0.10],
  "homo_ev": -8.669,
  "smiles": "[H]/N=C(/N)OC(N)=S",
  "gap_ha": 0.3435,
  "total_charge": 0,
  "lumo_energy_ev": 0.678
}

Entry 5:
{
  "formula": "C2H5N3OS",
  "method": "ωB97M-V with the def2-TZVPD basis set",
  "species": ["N", "N", "C", "N", "C", "O", "S", "H", "H", "H", "H", "H"],
  "coordinates": [[1.13, 1.36, 0.05], [-0.18, 1.07, -0.04], [-0.60, -0.11, -0.13], [-2.04, -0.48, -0.24], [0.16, -1.34, -0.12], [-0.46, -2.29, 0.19], [2.01, -1.25, -0.13], [1.47, 2.36, -0.20], [1.40, 1.35, 1.01], [-2.36, -1.21, 0.29], [-2.62, 0.41, -0.14], [2.11, 0.12, -0.55]],
  "lowdin_charge": [-0.14, 0.00, -0.35, 0.11, -0.71, 0.05, 0.75, 0.15, 0.08, 0.03, 0.11, -0.09],
  "homo_ev": -8.648,
  "smiles": "N/N=C(/N)C(=O)S",
  "gap_ha": 0.3204,
  "total_charge": 0,
  "lumo_energy_ev": 0.071
}

Entry 6:
{
  "formula": "C2H5N3OS",
  "method": "ωB97M-V with the def2-TZVPD basis set",
  "species": ["O", "N", "C", "N", "C", "N", "S", "H", "H", "H", "H", "H"],
  "coordinates": [[-0.63, 2.01, -0.92], [-1.41, 1.02, -1.61], [-1.00, -0.19, -1.31], [-0.06, -0.57, -0.36], [0.58, 0.21, 0.66], [1.26, -0.25, 1.60], [1.54, -1.91, 1.76], [-1.31, 2.80, -1.02], [-1.53, -1.03, -1.87], [0.02, -1.59, -0.30], [0.44, 1.29, 0.43], [2.11, -1.79, 2.96]],
  "lowdin_charge": [-0.16, -0.02, -0.21, 0.03, -0.31, -0.38, 0.71, 0.16, 0.14, 0.08, 0.11, -0.15],
  "homo_ev": -8.532,
  "smiles": "O/N=C\\N/C=N\\S",
  "gap_ha": 0.3378,
  "total_charge": 0,
  "lumo_energy_ev": 0.659
}

Computed energy relative to the best compared isomer or geometry (same formula, charge and spin) (kcal/mol) in order:
123.3, 74.5, 81.9, 38.3, 79.1, 84.5